[1]
Density functional theory data (ωB97M-V/def2-TZVPD) for a cluster of 6 separate species, C27H54N6O9P in total at a distorted geometry.

Properties
- LUMO level (eV) = -2.974
- net charge = +1
- HOMO-LUMO gap (eV) = 8.01
- largest force on an atom (eV Å⁻¹) = 1.15

The geometry in XYZ format:
```
97
Properties=species:S:1:pos:R:3:forces:R:3:mulliken_charge:R:1
C 0.084 -3.140 3.603 0.1 0.4 -0.1 -1.18
C -0.079 -2.957 2.104 0.3 -0.3 0.1 -0.39
O -0.618 -1.643 1.864 -0.3 0.0 0.0 -0.08
C -0.707 -1.151 0.637 0.1 0.0 0.1 1.40
C 0.119 -1.538 -0.424 0.0 -0.2 0.3 -0.65
C -0.009 -0.932 -1.640 -0.2 -0.1 -0.3 -0.45
P 1.118 -1.269 -3.046 0.8 0.8 -0.3 0.79
O 2.165 -0.228 -3.072 -0.1 0.0 0.0 -0.63
N -0.945 0.016 -1.810 -0.2 -0.2 -0.2 0.14
C -1.748 0.404 -0.810 0.0 0.2 -0.2 -0.72
C -1.668 -0.137 0.438 0.1 0.0 0.3 0.21
C -2.561 0.354 1.542 0.0 -0.2 0.0 -0.51
C -2.066 1.654 2.189 0.0 0.0 -0.5 -0.69
C -0.568 1.653 2.428 -0.3 -0.1 0.6 -0.37
O -0.282 2.612 3.451 0.4 0.3 -0.4 -0.40
C 0.989 2.498 3.975 -0.1 -0.6 0.4 0.81
C 1.859 3.686 3.706 0.1 0.0 0.5 -1.02
O 1.321 1.517 4.589 -0.1 0.4 -0.5 -0.53
H 0.126 -2.159 4.076 0.0 0.0 0.1 0.25
H -0.730 -3.711 4.037 0.0 0.0 0.1 0.29
H 1.033 -3.620 3.824 0.0 -0.2 0.0 0.40
H -0.776 -3.684 1.690 0.0 0.0 -0.1 0.40
H 0.882 -3.074 1.607 0.0 0.1 -0.1 0.31
H 0.875 -2.297 -0.296 0.0 0.0 0.0 0.30
H 1.568 -2.564 -2.769 -0.3 -0.2 -0.1 0.03
H 0.245 -1.296 -4.132 -0.2 -0.2 0.1 -0.04
H -1.059 0.472 -2.730 0.3 0.3 0.1 0.39
H -2.467 1.180 -1.032 0.0 0.0 -0.1 0.59
H -3.559 0.494 1.132 -0.1 0.0 0.1 0.61
H -2.632 -0.428 2.291 -0.1 0.0 0.1 -0.38
H -2.315 2.476 1.516 -0.1 0.2 0.2 0.30
H -2.584 1.807 3.132 0.0 0.0 0.0 0.44
H -0.031 1.935 1.519 0.1 -0.1 0.0 0.28
H -0.234 0.672 2.769 0.1 0.0 0.0 0.29
H 1.316 4.610 3.885 -0.1 0.0 -0.1 0.34
H 2.719 3.635 4.368 0.1 0.0 0.0 0.33
H 2.212 3.659 2.676 -0.1 0.0 -0.1 0.26
C 0.477 -2.334 -7.450 0.0 0.0 0.1 -1.41
C 1.775 -2.091 -6.720 0.1 0.0 0.0 0.83
O 1.888 -2.299 -5.513 -0.1 -0.1 0.1 -0.68
N 2.821 -1.633 -7.431 0.0 0.0 -0.1 -0.12
C 2.884 -1.327 -8.852 0.1 0.0 0.2 -0.82
H -0.255 -2.701 -6.737 0.0 0.0 0.0 0.30
H 0.106 -1.414 -7.902 0.0 0.0 0.0 0.38
H 0.606 -3.080 -8.235 0.0 0.0 0.0 0.41
H 3.653 -1.492 -6.879 0.0 0.0 0.0 0.21
H 3.646 -1.940 -9.333 0.0 0.0 -0.1 0.30
H 3.139 -0.277 -8.996 0.0 0.0 -0.1 0.24
H 1.929 -1.522 -9.326 0.0 0.0 0.0 0.34
C -0.191 3.834 -2.841 0.0 -0.1 0.0 -1.38
C -0.981 2.987 -3.806 0.2 0.1 0.0 0.79
O -0.815 1.763 -3.864 -0.3 -0.1 0.0 -0.82
N -1.858 3.594 -4.617 0.0 0.0 0.0 -0.16
C -2.170 5.012 -4.706 0.0 -0.1 -0.1 -0.87
H 0.475 3.184 -2.282 0.0 0.0 0.0 0.28
H 0.409 4.571 -3.375 0.0 0.0 0.0 0.45
H -0.851 4.360 -2.150 0.0 0.0 0.0 0.40
H -2.341 2.966 -5.242 0.0 0.0 0.0 0.25
H -3.226 5.181 -4.497 0.0 0.0 0.0 0.30
H -1.950 5.386 -5.705 0.0 0.0 0.0 0.30
H -1.580 5.573 -3.990 0.0 0.0 0.0 0.34
C -5.794 -1.187 6.066 0.0 0.0 -0.1 -1.30
C -4.986 -1.359 4.802 0.0 0.1 0.0 0.90
O -5.474 -1.218 3.691 0.0 0.0 0.0 -0.66
N -3.671 -1.672 4.936 0.1 0.0 0.0 0.03
C -2.886 -1.870 6.143 0.0 -0.1 -0.3 -0.86
H -6.812 -0.939 5.784 0.0 0.0 0.0 0.32
H -5.801 -2.107 6.651 0.0 0.0 0.0 0.35
H -5.388 -0.385 6.682 0.0 0.0 0.0 0.35
H -3.210 -1.777 4.047 0.1 -0.1 0.0 0.00
H -2.061 -1.159 6.187 0.0 0.0 0.1 0.28
H -2.469 -2.878 6.159 0.0 0.0 0.1 0.27
H -3.504 -1.741 7.025 0.0 0.0 0.0 0.31
C 5.412 1.915 -8.123 0.0 0.0 0.0 -1.28
C 6.241 1.556 -9.337 0.0 0.0 0.0 0.78
O 5.753 1.536 -10.454 0.0 0.0 0.0 -0.64
N 7.547 1.247 -9.134 0.0 0.0 0.0 -0.16
C 8.283 1.220 -7.885 0.0 0.0 -0.2 -0.79
H 4.405 2.134 -8.464 0.0 0.0 0.0 0.27
H 5.379 1.081 -7.419 0.0 0.1 0.1 0.32
H 5.809 2.790 -7.610 0.0 0.0 0.0 0.44
H 8.042 1.016 -9.982 0.0 0.0 0.0 0.22
H 9.115 1.925 -7.911 0.0 0.0 0.0 0.28
H 8.685 0.224 -7.694 0.0 0.0 0.0 0.27
H 7.633 1.491 -7.060 0.0 0.0 0.0 0.31
C -1.162 -1.246 10.592 0.1 0.0 0.0 -1.35
C -1.600 -2.467 9.817 0.0 0.0 0.0 0.85
O -0.877 -3.009 8.997 0.0 0.0 -0.1 -0.65
N -2.847 -2.950 10.067 -0.1 0.1 0.0 -0.16
C -3.838 -2.443 10.998 0.0 -0.1 -0.1 -0.82
H -0.153 -0.996 10.280 0.0 0.0 0.0 0.31
H -1.817 -0.398 10.390 0.0 0.0 0.0 0.36
H -1.163 -1.441 11.664 0.0 0.0 0.0 0.39
H -3.076 -3.771 9.529 0.0 0.0 0.0 0.23
H -4.088 -3.197 11.746 0.0 0.0 0.0 0.29
H -4.755 -2.164 10.475 0.0 0.0 0.0 0.26
H -3.457 -1.567 11.510 0.0 0.0 0.0 0.32
```
Forces are in eV/Å.


[2]
Density functional theory data (ωB97M-V/def2-TZVPD) for a structure of composition C27H55Cl2CuO13S6 at a distorted geometry.

Properties
- LUMO level (alpha / beta) (eV) = -2.058 / -5.547
- net charge = +1
- 2S+1 = 2
- HOMO-LUMO gap (alpha / beta) (eV) = 10.30 / 6.78
- largest force on an atom (eV Å⁻¹) = 3.07

The geometry in XYZ format:
```
104
Properties=species:S:1:pos:R:3:forces:R:3:mulliken_charge:R:1
Cu 2.018 1.600 -2.619 -0.2 -0.1 0.4 0.79
C -0.036 0.092 0.257 1.0 0.5 -0.4 0.06
O 0.560 0.665 -0.894 -0.8 -0.7 0.9 0.87
H 0.120 0.739 1.120 -0.1 0.2 0.1 -0.38
H -1.110 -0.039 0.127 -0.3 0.3 -0.4 0.44
H 0.341 -0.902 0.497 0.2 -0.1 -0.3 -0.39
C 3.105 3.374 1.624 -1.7 -0.4 -0.6 0.35
C 2.873 1.936 2.231 2.5 -0.2 -1.0 -0.10
C 3.704 0.929 1.289 -1.2 0.5 -0.3 0.13
S 4.699 1.931 0.104 1.5 0.3 0.7 0.88
O 4.058 2.023 -1.211 -0.3 -0.2 0.8 -0.51
O 6.118 1.614 0.166 -1.4 -0.2 -0.3 -0.66
C 4.486 3.495 0.979 -1.0 -0.5 0.8 -0.90
H 2.876 4.189 2.310 0.4 -0.2 0.3 0.70
H 2.314 3.468 0.880 0.1 0.2 -0.4 -0.73
H 1.841 1.589 2.277 0.1 0.4 0.0 -0.40
H 3.331 1.863 3.217 -0.2 0.1 0.1 0.32
H 3.005 0.354 0.681 0.1 0.0 -0.2 -0.52
H 4.329 0.187 1.786 0.2 0.4 0.1 0.48
H 4.664 4.315 0.282 -0.2 -0.1 0.1 0.50
H 5.132 3.562 1.855 0.8 -0.3 -0.5 0.34
C -1.957 2.487 3.379 -0.6 0.5 -0.8 -0.11
C -1.501 1.147 3.988 1.0 0.5 -0.6 0.01
C -2.620 0.100 3.983 -0.1 1.3 -0.5 -0.65
S -4.163 1.098 3.909 -0.9 -0.7 1.4 1.11
O -4.842 0.833 5.190 0.8 1.0 -1.9 -0.66
O -4.857 0.858 2.657 0.5 0.1 0.5 -0.63
C -3.356 2.759 3.817 -1.6 0.2 2.0 -1.07
H -2.040 2.498 2.292 0.4 -0.7 -0.4 -0.13
H -1.324 3.358 3.548 0.3 -0.3 0.6 0.47
H -1.088 1.351 4.976 -0.3 -0.2 0.1 0.44
H -0.665 0.815 3.373 0.2 -0.3 0.2 -0.35
H -2.608 -0.526 4.875 -0.3 0.1 -0.2 0.43
H -2.634 -0.462 3.050 0.1 -0.2 0.2 0.19
H -3.496 3.165 4.819 0.8 -0.6 0.7 0.43
H -3.955 3.548 3.362 0.0 -0.7 -1.3 0.52
C -2.810 -0.621 -2.992 0.0 1.1 0.4 0.54
C -3.486 0.719 -2.541 0.1 0.4 -0.6 -1.21
C -2.474 1.893 -2.709 0.3 -1.6 -0.4 0.42
S -1.524 1.467 -4.249 -1.9 0.7 -1.2 0.86
O -0.107 1.671 -3.969 -0.1 -0.6 0.0 -0.50
O -2.108 2.086 -5.455 1.1 -0.8 2.1 -0.67
C -2.044 -0.302 -4.269 0.6 -0.6 -0.2 -0.88
H -3.517 -1.441 -3.115 -0.1 0.2 -0.2 0.53
H -2.116 -0.980 -2.232 0.2 0.2 0.3 -0.66
H -3.881 0.673 -1.526 0.1 0.0 0.0 0.47
H -4.327 0.968 -3.188 -0.2 -0.4 -0.1 0.41
H -1.733 1.766 -1.920 0.2 0.5 0.0 -0.87
H -2.878 2.901 -2.800 0.1 -0.2 0.1 0.68
H -1.149 -0.911 -4.394 0.2 0.1 0.1 0.38
H -2.653 -0.526 -5.145 0.0 0.7 -0.1 0.37
C -2.015 -4.640 0.828 0.1 0.2 0.1 -0.21
C -1.681 -5.974 0.157 -0.4 -0.5 -1.4 -0.67
C -2.716 -6.179 -1.038 0.3 1.2 1.1 -0.79
S -2.690 -4.499 -1.840 -0.5 -0.2 1.0 0.88
O -4.007 -4.092 -2.333 1.6 -0.5 0.4 -0.68
O -1.497 -4.367 -2.669 -1.0 -0.3 0.0 -0.51
C -2.254 -3.610 -0.255 -0.4 0.5 -1.9 0.28
H -1.126 -4.309 1.364 -0.2 -0.1 0.4 -0.17
H -2.845 -4.731 1.529 0.0 0.1 -0.1 0.38
H -1.734 -6.817 0.847 0.0 0.1 0.0 0.49
H -0.655 -5.900 -0.204 0.0 -0.3 -0.3 0.16
H -3.673 -6.308 -0.531 -0.3 0.4 -0.3 0.37
H -2.670 -6.987 -1.767 0.7 0.2 0.0 0.47
H -3.008 -2.824 -0.220 -0.4 -0.4 0.8 0.60
H -1.359 -3.056 -0.538 0.3 -0.3 0.0 -0.60
C 2.807 -4.465 -2.502 0.9 -0.7 -1.0 -0.86
C 1.339 -4.031 -2.689 0.9 0.1 0.4 -0.44
C 1.242 -2.894 -1.675 0.8 0.9 -0.6 0.46
S 2.889 -1.983 -1.886 1.2 0.2 -0.9 1.26
O 3.629 -1.889 -0.642 -0.9 0.2 0.3 -0.71
O 2.746 -0.748 -2.688 -0.5 -1.0 0.8 -0.78
C 3.736 -3.291 -2.841 -1.7 0.0 0.1 -0.88
H 3.090 -5.289 -3.157 -0.2 -0.1 -0.1 0.48
H 3.063 -4.821 -1.504 -0.5 0.1 0.3 0.28
H 0.663 -4.876 -2.561 0.0 0.4 0.4 0.32
H 1.116 -3.632 -3.679 0.3 -0.1 -0.2 0.37
H 1.232 -3.287 -0.658 -0.1 0.4 0.1 -0.06
H 0.567 -2.069 -1.903 -0.5 -0.4 0.3 -0.41
H 4.769 -3.412 -2.514 -0.2 0.3 0.0 0.42
H 3.603 -3.107 -3.908 0.4 0.4 0.1 0.37
C 0.777 6.283 0.468 -0.3 -1.1 0.6 -0.49
C -0.385 5.263 0.824 -0.8 0.3 0.6 -0.60
C -0.373 4.054 -0.082 2.1 -0.5 -0.9 0.11
S 0.214 4.742 -1.697 -2.9 -0.9 -0.6 1.08
O -1.042 4.977 -2.463 2.6 0.1 1.2 -0.64
O 1.225 3.884 -2.310 0.1 0.3 0.5 -0.56
C 0.940 6.290 -1.026 -0.7 -0.2 -1.2 -0.97
H 1.730 5.993 0.909 -0.2 -0.4 0.2 0.02
H 0.597 7.282 0.864 -0.3 -0.1 -0.2 0.50
H -1.396 5.659 0.732 0.2 0.8 -0.3 0.43
H -0.389 4.972 1.874 0.5 -0.1 0.0 0.13
H -1.220 3.403 -0.296 -0.6 0.9 0.1 0.68
H 0.382 3.322 0.204 0.4 0.1 0.1 -0.59
H 0.288 7.054 -1.449 0.3 0.1 -0.4 0.40
H 1.958 6.324 -1.416 -0.1 0.2 0.1 0.46
Cl 1.966 -1.248 3.778 -0.1 0.3 -0.6 -0.17
C 1.470 -2.422 2.513 0.0 -0.2 0.3 0.67
C 1.993 -3.775 2.918 -0.5 -0.8 -0.8 -0.57
Cl 1.140 -4.459 4.304 0.0 0.1 0.6 -0.17
H 1.840 -2.215 1.509 0.6 0.6 0.2 -0.52
H 0.384 -2.370 2.443 0.0 -0.3 0.3 0.11
H 3.075 -3.793 3.052 -0.2 0.2 0.3 0.49
H 1.755 -4.506 2.145 0.2 0.2 -0.4 0.21
```
Forces are in eV/Å.